# 1
102
Properties=species:S:1:pos:R:3:forces:R:3:lowdin_charge:R:1 method="wB97M-V/def2-TZVPD" charge=+3 lumo_ev=-9.1802 spin_multiplicity=1 homo_ev=-15.11
H 3.164576 -7.158527 -6.042855 0.0 0.0 0.0 0.09
H -4.063012 -0.579948 1.584287 0.0 0.0 0.0 0.09
C 3.414667 3.449202 3.313829 0.0 0.0 0.0 -0.29
C 2.206190 7.144379 3.271998 0.0 0.0 0.0 -0.05
H -0.524378 -7.431430 -5.247629 0.0 0.0 0.0 0.09
C -1.111267 2.284121 4.324912 0.0 0.0 0.0 -0.61
H 4.602863 -11.479457 -2.106922 0.0 0.0 0.0 0.14
H 4.745268 -9.951928 -0.420371 0.0 0.0 0.0 0.14
C -3.187134 1.195793 -0.385505 0.0 0.0 0.0 -0.29
C 2.916407 3.343116 0.937913 0.0 0.0 0.0 -0.62
H 2.395888 -10.750018 -5.729219 0.0 0.0 0.0 0.14
H -2.759925 1.513762 -1.343871 0.0 0.0 0.0 0.15
O 2.458424 -7.581886 -2.573515 0.0 -0.1 0.0 0.19
H 5.840482 -8.019291 -1.606659 0.0 0.0 0.0 0.09
H 3.874516 3.565623 4.281397 0.0 0.0 0.0 0.10
H 1.591905 -6.415194 -6.314475 0.0 0.0 0.0 0.09
H 3.817067 2.978562 -0.971920 0.0 0.0 0.0 0.09
C -2.800548 6.204580 2.601115 0.0 0.0 0.0 -0.07
S 4.288316 3.732821 1.874771 0.0 0.0 0.0 1.16
H -3.139587 2.907788 4.217197 0.0 0.0 0.0 0.10
H 1.171442 6.370467 0.144150 0.0 0.0 0.0 0.11
H -1.668790 7.323757 0.001457 0.0 0.0 0.0 0.12
C 1.461178 -8.245757 -5.199993 0.0 0.0 0.0 -0.36
C -3.723274 2.992428 0.827038 0.0 0.0 0.0 -0.34
H -5.248030 0.688929 0.199785 0.0 0.0 0.0 0.13
C -1.636910 7.106999 -2.127637 0.0 0.0 0.0 -0.04
H -0.700953 3.409925 -1.504896 0.0 0.0 0.0 0.06
H 5.464317 -7.701195 0.083267 0.0 0.0 0.0 0.09
C 2.908591 3.406905 -0.551650 0.0 0.0 0.0 -0.05
H -6.090284 5.976096 3.369104 0.0 0.0 0.0 0.13
H -2.921723 1.259099 4.806932 0.0 0.0 0.0 0.10
C 4.134019 -9.132503 -0.804998 0.0 0.0 0.0 -0.36
H -1.539646 6.605102 -4.210325 0.0 0.0 0.0 0.12
H 1.267261 -8.806042 -6.117333 0.0 0.0 0.0 0.14
C -0.958354 4.452272 -1.670626 0.0 0.0 0.0 -0.11
H -0.405294 -8.871764 -4.242510 0.0 0.0 0.0 0.09
H -3.214667 -0.812527 -2.179447 0.0 0.0 0.0 0.09
H 3.796472 -12.148772 -4.307622 0.0 0.0 0.0 0.14
C -2.742599 -0.245182 -0.126782 0.0 0.0 0.0 -0.42
C -1.504133 6.647500 -0.829337 0.0 0.0 0.0 -0.07
H -2.713352 1.621751 3.084791 0.0 0.0 0.0 0.04
H 2.344044 -6.307790 -4.719021 0.0 0.0 0.0 0.08
H 3.364143 -8.738065 1.160332 0.0 0.0 0.0 0.09
H 1.893551 3.017015 5.928416 0.0 0.0 0.0 0.10
C -3.018821 -0.718065 1.295869 0.0 0.0 0.0 -0.05
C -3.393152 -1.163090 -1.161333 0.0 0.0 0.0 -0.05
H -5.135481 1.456858 -1.401576 0.0 0.0 0.0 0.15
H -4.472692 -1.232059 -1.010722 0.0 0.0 0.0 0.09
P -1.010752 4.704187 1.091804 0.0 0.0 0.0 1.01
H 0.228234 -7.322758 -3.652387 0.0 0.0 0.0 0.08
C -4.033898 6.543583 3.144638 0.0 0.0 0.0 -0.02
H -1.969557 6.880245 2.743183 0.0 0.0 0.0 0.11
C -4.701925 1.410533 -0.408116 0.0 0.0 0.0 -0.04
H 4.447243 -7.005186 -1.183009 0.0 0.0 0.0 0.08
C -2.553679 1.994612 4.093190 0.0 0.0 0.0 -0.05
H -0.938883 4.244907 -3.806100 0.0 0.0 0.0 0.12
H 2.351956 -8.070413 -0.124858 0.0 0.0 0.0 0.08
N -0.202076 2.466398 3.385783 0.0 0.0 0.0 -0.08
C 2.702934 -10.367648 -4.764815 0.0 0.0 0.0 0.03
C 2.783098 -8.664780 -2.989283 0.0 0.0 0.0 -0.20
H -1.660100 -0.280609 -0.290035 0.0 0.0 0.0 0.10
C 0.107515 -7.953698 -4.530321 0.0 0.0 0.0 -0.03
H 2.325158 -9.809830 0.226848 0.0 0.0 0.0 0.09
C -2.629131 5.028718 1.874956 0.0 0.0 0.0 -0.27
C 3.512678 -11.168851 -3.937098 0.0 0.0 0.0 0.10
C 3.982520 -10.790847 -2.665090 0.0 0.0 0.0 0.03
H 2.053280 2.859169 -0.946828 0.0 0.0 0.0 0.06
C 2.314099 -9.130949 -4.357006 0.0 0.0 0.0 -0.04
C 5.024467 -7.881543 -0.896786 0.0 0.0 0.0 -0.03
C 0.198219 5.732739 1.956765 0.0 0.0 0.0 -0.37
C 2.197521 -6.950632 -5.584315 0.0 0.0 0.0 -0.03
C -5.126023 5.717294 2.953912 0.0 0.0 0.0 -0.02
C 0.229275 5.779139 3.352385 0.0 0.0 0.0 -0.12
C 2.958863 -8.924770 0.166636 0.0 0.0 0.0 -0.03
N 1.874757 3.026618 1.666662 0.0 0.0 0.0 -0.09
C -4.985322 4.563646 2.197539 0.0 0.0 0.0 0.01
S -0.488846 2.456369 5.897670 0.0 0.0 0.0 1.18
H -0.535479 5.279078 3.935847 0.0 0.0 0.0 0.11
H -4.134504 7.463414 3.704966 0.0 0.0 0.0 0.12
H 2.946304 7.609984 1.312584 0.0 0.0 0.0 0.12
H 1.225803 6.544234 5.084925 0.0 0.0 0.0 0.12
C 1.223798 6.490068 4.003922 0.0 0.0 0.0 -0.05
H -2.796971 -1.781079 1.386767 0.0 0.0 0.0 0.09
H -2.396592 -0.194898 2.025442 0.0 0.0 0.0 0.04
C 1.043331 2.776750 3.925209 0.0 0.0 0.0 -0.34
H -1.903490 8.139232 -2.309473 0.0 0.0 0.0 0.12
C -1.157468 5.314980 -0.595939 0.0 0.0 0.0 -0.37
C 1.060734 2.805265 5.278282 0.0 0.0 0.0 -0.30
H 2.975285 7.709228 3.781912 0.0 0.0 0.0 0.12
C 3.661272 -9.575809 -2.147222 0.0 0.0 0.0 -0.04
C 2.143327 3.083991 3.015403 0.0 0.0 0.0 -0.35
C -1.431985 6.241513 -3.197261 0.0 0.0 0.0 -0.04
C 1.190138 6.387734 1.227214 0.0 0.0 0.0 -0.08
Sn -0.294002 2.144938 1.085498 -0.1 0.1 0.1 1.21
C -3.751545 4.208451 1.660502 0.0 0.0 0.0 -0.14
H -5.842223 3.932212 2.010186 0.0 0.0 0.0 0.13
C 2.190330 7.089151 1.885299 0.0 0.0 0.0 -0.05
C -1.094269 4.915800 -2.972005 0.0 0.0 0.0 -0.06
O -4.865457 2.712105 0.211286 0.0 0.0 0.0 0.05
H 2.839612 4.442840 -0.888086 0.0 0.0 0.0 0.09
N -2.743789 2.182897 0.638739 0.0 0.0 0.0 -0.02
H -2.991399 -2.172103 -1.079701 0.0 0.0 0.0 0.09


# 2
107
Properties=species:S:1:pos:R:3:forces:R:3:lowdin_charge:R:1 method="wB97M-V/def2-TZVPD" charge=-2 de_lowest_kcal_mol=24.5 lumo_ev="4.0390 / 4.0388" spin_multiplicity=3 s_squared=2.00 homo_ev="-1.99 / -2.02"
H 7.139005 -6.477821 19.778188 0.1 0.1 -0.1 0.07
O 1.028054 -6.869493 21.544551 -0.3 -0.1 -0.2 -0.16
C -2.920722 -11.342440 19.334747 -0.5 0.9 -0.5 -0.05
C 2.742484 -13.200095 17.951433 -0.5 -0.6 0.3 -0.59
C -3.742962 -6.901573 21.003880 -0.5 -1.0 -0.1 -0.29
H -2.844815 -10.715130 20.218030 0.4 0.2 -0.1 0.06
H 5.105410 -5.982878 19.720888 -0.4 0.2 0.0 0.09
C 3.984331 -13.470517 18.763735 1.9 -0.2 -0.2 -0.08
O -3.183614 -5.859860 18.887000 0.7 -0.6 1.2 -0.03
H 0.215190 -12.779655 17.385792 -0.3 0.0 -0.2 0.07
H -4.139815 -4.688086 25.175420 -0.1 0.1 -1.0 0.11
H 3.779283 -11.780909 16.678298 -0.6 -0.5 -0.1 0.09
F -0.869105 -5.592375 23.126969 0.4 -0.4 1.5 0.09
C 7.101291 -7.367230 19.145329 -0.9 0.2 0.4 -0.07
C -0.884997 -7.492747 24.626924 -0.5 -1.9 -2.3 -0.56
H 8.108714 -7.735789 19.052406 0.5 -0.1 -0.4 0.06
F 0.640034 -5.692835 24.734465 -0.6 -0.1 -0.1 0.13
H 3.051406 -11.695590 20.343238 0.0 0.0 -0.2 0.09
H 1.081199 -14.506642 17.194361 0.3 0.3 -0.4 0.07
H -4.869100 -2.448007 21.625234 0.0 0.1 -0.3 0.09
H 0.647046 -4.739860 20.981740 0.4 0.0 -0.4 0.07
C -2.153221 -12.032413 17.043321 -0.3 1.4 -0.2 -0.07
H 7.481388 -8.055091 21.637939 -0.4 -0.7 -0.1 0.09
C -1.875352 -11.047420 18.228632 -0.8 0.1 -0.6 -0.49
C 2.731609 -4.745040 20.274792 1.4 1.2 0.5 -0.50
H -7.355333 -6.740187 17.960068 0.1 0.1 -0.6 0.09
O -3.187608 -7.964993 21.802704 -0.4 -0.1 -0.5 -0.03
H -2.244179 -13.043232 17.395848 0.2 -0.6 0.2 0.06
C 3.994590 -8.871144 20.896995 -0.3 -0.2 0.5 -0.09
H 6.686786 -7.073793 18.166328 0.1 -0.2 0.3 0.09
O -0.876359 -7.862177 25.788865 -0.1 -0.3 -0.1 0.06
C -4.509239 -3.416163 23.452548 -0.4 -0.1 0.1 -0.12
C 2.178861 -7.197411 21.077458 0.9 0.0 -0.4 -0.34
H -5.700822 -8.306933 22.322739 0.1 -0.1 -0.4 0.12
H 3.640229 -13.435379 15.964822 -0.4 0.5 0.5 0.09
H 3.235890 -4.651897 18.122279 0.1 -0.3 -0.3 0.07
C -5.997145 -8.066634 21.300674 -0.2 0.8 -0.4 -0.02
O -1.072033 -8.148690 23.505806 0.4 1.0 2.7 -0.10
H 1.764329 -15.026964 18.659514 0.1 0.2 0.4 0.09
H -2.874819 -12.336605 19.672409 0.3 -1.6 0.4 0.06
H 1.139216 -3.342078 19.973003 0.0 -0.9 0.0 0.09
H 3.801336 -13.775462 19.794133 -0.2 0.0 0.0 0.09
H 6.955618 -9.817630 18.309775 0.1 0.2 -0.2 0.07
H 5.889770 -10.556649 19.414236 -0.3 -0.5 0.6 0.05
H -3.171787 -9.415803 17.431779 0.2 -0.3 0.5 0.08
H 2.700435 -15.254810 17.244671 0.1 0.1 -0.4 0.07
C -0.635745 -6.024748 24.421553 -0.2 2.9 -1.1 -0.47
C -3.952806 -5.701072 21.907629 -0.6 0.8 0.0 -0.12
C 2.668676 -8.554641 21.213403 1.4 1.5 0.7 -0.39
C -5.142266 -7.339703 20.441718 0.7 0.1 1.2 -0.10
H 5.172504 -9.487185 18.244024 0.9 0.1 0.5 0.11
C -0.442264 -11.215001 18.714409 1.0 0.1 1.3 -0.07
C 3.361810 -3.995641 21.536375 0.4 0.1 -1.0 -0.04
C 1.260975 -4.453084 20.111903 -0.8 1.1 1.0 -0.07
O -1.490742 -6.625273 20.148739 -1.7 -0.2 -0.1 -0.05
H -3.100978 -11.786437 16.521517 0.3 0.0 0.4 0.08
C 3.090744 -6.228106 20.455922 0.0 -1.5 0.1 -0.08
C -0.018750 -10.374991 19.856536 0.1 -0.4 -1.0 -0.35
C -7.785957 -7.869573 19.673841 -0.4 -0.4 0.6 -0.12
C 7.134840 -8.932250 21.048026 0.1 -0.1 0.3 -0.07
F -1.456286 -5.207981 25.193577 0.9 -1.0 -0.4 0.08
H -3.952308 -11.214198 18.966380 0.3 0.1 -0.2 0.08
H 4.651067 -14.247722 18.310403 -0.8 0.2 0.1 0.09
H 2.994479 -3.048052 18.818244 0.4 -1.0 0.5 0.08
Se 1.572333 -9.842801 22.156558 0.7 0.4 -1.2 1.14
Ni -0.704646 -7.898943 21.485113 0.1 0.2 0.2 0.73
H -4.778070 -2.534635 24.021559 0.2 0.0 0.1 0.09
C 3.427363 -4.073194 19.015503 -0.8 0.4 0.7 -0.07
H -4.339265 -4.374026 20.192606 0.1 -0.4 0.2 0.11
H -1.901962 -8.896892 18.581823 0.1 0.3 0.2 0.05
C 6.281045 -8.454545 19.874147 -0.4 0.4 -0.4 -0.56
C -2.746756 -6.453988 19.901224 1.7 0.6 -1.1 -0.53
C -7.302603 -8.322281 20.893948 0.3 -0.6 0.5 -0.10
C -4.198971 -4.606902 24.066854 0.2 -0.6 1.2 -0.11
C 1.822557 -12.230685 18.662891 -1.7 0.0 0.4 -0.19
C -4.590698 -3.388492 22.076704 0.2 0.1 -0.7 -0.09
H -3.574092 -8.811902 21.513240 0.4 0.5 0.0 0.11
O -0.837867 -9.490081 20.304838 -0.3 0.3 0.4 -0.18
H -7.923112 -8.932299 21.547164 -0.1 0.2 -0.1 0.09
H 2.180168 -12.370821 16.025264 0.8 -0.2 0.5 0.09
H -1.561146 -9.337722 16.898553 0.7 0.2 -0.2 0.08
C -6.951003 -7.145639 18.865200 0.5 0.1 0.1 -0.09
C 2.032610 -14.538530 17.724243 -0.2 -0.9 0.6 -0.07
H 4.494701 -3.949911 19.164694 0.2 -0.1 -0.1 0.05
C -2.133117 -9.574264 17.782429 -0.5 -0.8 -0.8 -0.03
H -8.815097 -8.100446 19.397696 0.2 0.2 0.0 0.09
H 3.183611 -2.903909 21.606059 -0.3 -0.4 -0.4 0.07
C 2.111927 -11.524901 19.820908 0.9 0.1 0.3 -0.08
C 4.906021 -7.961645 20.332110 -1.1 -0.6 0.3 -0.21
C -3.934408 -5.744615 23.313544 0.2 -1.0 -0.2 -0.02
H -1.371134 -11.961035 16.272930 -0.1 -0.1 0.3 0.07
C 1.276822 -10.579380 20.409873 -1.8 -1.6 -0.4 -0.43
C 3.103933 -12.668736 16.587298 0.5 0.7 -1.4 -0.06
H 8.029476 -9.431666 20.643927 -0.1 0.0 0.2 0.07
H 6.574468 -9.671771 21.667147 0.5 0.7 -0.2 0.09
H 4.663925 -12.600235 18.786611 -0.5 0.0 0.2 0.07
C 4.387919 -6.693887 20.134854 0.1 1.2 -0.3 -0.01
C -4.296553 -4.493768 21.271201 -0.1 0.5 1.2 0.00
H 4.457781 -4.115799 21.450582 -0.3 0.0 0.1 0.07
H -3.710432 -6.700143 23.841521 -0.1 0.8 -0.6 0.13
H 0.861909 -4.972303 19.256831 -0.3 -0.2 -0.4 0.09
H -4.973703 -6.413161 18.511422 0.0 0.2 0.3 0.10
H 3.081864 -4.427449 22.480626 -0.4 -0.4 0.3 0.07
C 0.476149 -12.146656 18.213040 0.2 1.4 0.3 0.00
H 4.339822 -9.863510 21.196383 -0.1 0.1 -0.3 0.09
C -5.617252 -6.906317 19.222417 -1.1 -0.3 -0.8 -0.02
C 6.066621 -9.626257 18.912127 -0.6 0.1 -1.0 -0.07


no.,total energy (eV),maximum force (eV Å⁻¹)
1,-91758.184,0.13
2,-175334.281,3.09